# 1
{"formula": "C21H30F2NO14S", "method": "wB97M-V/def2-TZVPD", "energy_ha": -2524.30129, "charge": -1, "spin_multiplicity": 1, "species": ["C", "C", "C", "S", "N", "C", "O", "F", "C", "O", "F", "H", "H", "H", "H", "H", "H", "C", "C", "C", "O", "C", "O", "O", "H", "H", "H", "H", "H", "H", "C", "C", "C", "O", "C", "O", "O", "H", "H", "H", "H", "H", "H", "C", "C", "C", "O", "C", "O", "O", "H", "H", "H", "H", "H", "H", "C", "C", "C", "O", "C", "O", "O", "H", "H", "H", "H", "H", "H"], "xyz": [[-1.62855, 1.76674, -1.59620], [-1.58616, 0.30143, -2.04428], [-0.45468, -0.61247, -1.55827], [-0.49097, -0.74947, 0.20661], [0.92584, -0.03015, -2.01920], [1.02542, 0.14211, -3.37841], [0.91382, -0.70879, -4.20386], [1.32363, 1.40465, -3.79018], [1.58753, 0.90094, -1.21246], [2.34657, 0.64351, -0.33814], [1.36622, 2.21751, -1.45703], [-1.04380, 2.39014, -2.26951], [-1.28366, 1.95121, -0.58084], [-2.65836, 2.10706, -1.63965], [-1.65944, 0.25570, -3.13870], [-2.47767, -0.21031, -1.67139], [-0.12296, 0.46953, 0.71929], [-4.39938, -1.19574, 1.51860], [-4.18819, 0.27811, 1.75151], [-5.43555, 1.07348, 2.08872], [-5.12040, 2.37729, 1.57645], [-4.23120, 2.19379, 0.55247], [-3.88652, 3.00528, -0.23690], [-3.77282, 0.92612, 0.55125], [-3.45150, -1.67810, 1.27823], [-4.82474, -1.66800, 2.40657], [-5.06707, -1.35610, 0.67107], [-3.40925, 0.43329, 2.50438], [-5.64195, 1.12434, 3.15564], [-6.31928, 0.69885, 1.56473], [2.13707, 6.70297, -3.52454], [1.12600, 6.72247, -2.40572], [1.68916, 6.40896, -1.03553], [0.56772, 5.82970, -0.37008], [-0.22755, 5.25900, -1.32438], [-1.11198, 4.50965, -1.11182], [0.16816, 5.67184, -2.56349], [1.66178, 6.93985, -4.47605], [2.92901, 7.43013, -3.33969], [2.57660, 5.70983, -3.62015], [0.58433, 7.67410, -2.39585], [2.03528, 7.29108, -0.50059], [2.49223, 5.66823, -1.07532], [0.72418, -6.80948, -0.96805], [0.38779, -5.34565, -0.83490], [0.03748, -4.90603, 0.56496], [-0.83635, -3.80162, 0.32832], [-1.44120, -4.00600, -0.87098], [-2.38613, -3.41692, -1.27395], [-0.82452, -5.02672, -1.53795], [0.96835, -7.05624, -2.00177], [1.57691, -7.06040, -0.33674], [-0.13025, -7.42505, -0.68074], [1.19047, -4.73088, -1.25002], [0.90069, -4.57400, 1.13519], [-0.50828, -5.67845, 1.11953], [4.97734, -1.40461, 3.89515], [3.75621, -1.91213, 3.17262], [2.64290, -2.40336, 4.07250], [2.01015, -3.39160, 3.25344], [2.94118, -3.87084, 2.40015], [2.78188, -4.82537, 1.70688], [4.05381, -3.10779, 2.42322], [5.73044, -1.06783, 3.18399], [4.71579, -0.57051, 4.54621], [5.42688, -2.19883, 4.49332], [3.38774, -1.16220, 2.46881], [1.93384, -1.62719, 4.34707], [3.01993, -2.89004, 4.97646]]}

=====

# 2
{"formula": "C21H30FN2O15", "method": "wB97M-V/def2-TZVPD", "charge": 1, "relative_energy_ev": 0.000, "spin_multiplicity": 1, "species": ["F", "C", "C", "C", "N", "C", "C", "N", "C", "H", "H", "H", "H", "H", "H", "H", "H", "H", "H", "C", "C", "O", "C", "O", "O", "H", "H", "H", "H", "C", "C", "O", "C", "O", "O", "H", "H", "H", "H", "C", "C", "O", "C", "O", "O", "H", "H", "H", "H", "C", "C", "O", "C", "O", "O", "H", "H", "H", "H", "C", "C", "O", "C", "O", "O", "H", "H", "H", "H"], "xyz": [[-0.34422, 0.41805, 0.33348], [-1.40772, 1.10943, 0.95517], [-1.77294, 0.50763, 2.28596], [-0.74533, 0.72427, 3.39761], [0.61215, 0.42511, 2.93758], [1.60257, 1.35124, 2.78808], [2.69556, 0.71087, 2.26893], [2.31283, -0.60055, 2.13621], [1.06291, -0.76517, 2.55201], [-1.12383, 2.15227, 1.03538], [-2.26431, 1.03047, 0.28957], [-2.02220, -0.54486, 2.20279], [-2.67494, 1.02330, 2.61249], [-0.98820, 0.06374, 4.22760], [-0.79584, 1.73418, 3.78725], [1.50622, 2.39352, 3.03125], [3.66659, 1.07440, 1.99773], [2.90134, -1.32993, 1.76611], [0.48836, -1.67232, 2.56445], [3.02116, -0.15905, -1.42903], [2.06545, 0.74784, -2.17988], [2.67835, 0.82218, -3.46799], [3.45729, -0.27880, -3.64051], [3.95933, -0.59189, -4.66296], [3.57055, -0.96110, -2.47010], [2.51506, -0.77939, -0.69276], [3.83227, 0.39438, -0.94778], [1.07032, 0.31236, -2.28075], [1.97693, 1.74007, -1.74451], [-2.52575, -3.76916, -0.76784], [-2.85258, -2.36362, -1.23089], [-3.68672, -1.87734, -0.16840], [-3.41056, -2.58909, 0.94520], [-3.80606, -2.31849, 2.03485], [-2.61266, -3.63807, 0.66176], [-1.53428, -4.10565, -1.05516], [-3.26002, -4.50425, -1.09534], [-1.96697, -1.72688, -1.29471], [-3.38753, -2.33036, -2.17539], [1.53068, 1.72059, -7.07979], [2.29460, 2.57954, -6.09491], [1.92315, 3.90451, -6.49346], [0.73228, 3.83672, -7.13849], [0.06996, 4.77331, -7.43515], [0.39956, 2.54459, -7.38193], [1.20690, 0.77050, -6.66330], [2.09028, 1.53707, -7.99796], [1.97380, 2.42198, -5.07008], [3.37189, 2.45083, -6.15763], [-0.96921, -5.99083, 3.56613], [-1.87764, -7.19521, 3.70797], [-2.40339, -7.32834, 2.38508], [-1.54527, -6.75219, 1.51859], [-1.61731, -6.83919, 0.33731], [-0.58946, -6.05427, 2.18621], [-0.08850, -6.03780, 4.20163], [-1.49769, -5.05120, 3.74124], [-1.33081, -8.10412, 3.96272], [-2.68431, -7.04865, 4.42051], [-0.50603, 6.75931, 2.07773], [0.70649, 5.85080, 2.08517], [0.17594, 4.64465, 2.66802], [-1.16693, 4.63943, 2.46821], [-1.87271, 3.70356, 2.68867], [-1.58502, 5.81579, 1.98950], [-0.53262, 7.44094, 1.23322], [-0.61409, 7.32508, 3.00311], [1.06355, 5.62384, 1.07973], [1.52936, 6.22942, 2.68448]]}

=====

Q: Look up the charge of the first one.
A: -1

=====

Q: Which formula does entry 1 have?
A: C21H30F2NO14S

=====

Q: The lowest charge belongs to which entry?
A: C21H30F2NO14S

=====

Q: What is the charge in the second record?
A: +1